# 1
The following is a DFT calculation (ωB97M-V with the def2-TZVPD basis set) of a molecular structure, C14H24BaClN5O6 in a non-equilibrium geometry.

```
51
Properties=species:S:1:pos:R:3
O 3.8779 1.3731 -2.6393
H 4.7056 1.4945 -3.1700
Ba 0.6511 -0.0364 -0.3238
N 0.1695 -2.7134 -0.5386
N 0.9039 -1.5320 -2.5536
N 1.0959 0.0020 2.4481
N 2.2853 1.7605 0.8365
O -0.5422 -2.7123 0.5530
O 0.0455 -0.6518 3.1729
O 1.9343 2.6342 -0.2865
O 0.7695 -0.3917 -3.1200
C -0.1180 -2.4274 -2.8074
C -0.4626 -3.1788 -1.6520
C 1.2673 1.2325 2.9259
C 1.7902 2.2351 1.9825
C -1.5479 -4.1785 -1.6173
H -2.3671 -3.8851 -0.9480
H -1.1781 -5.1399 -1.2331
H -1.9451 -4.3381 -2.6254
C -0.8740 -2.3399 -4.0469
H -0.1879 -2.2433 -4.9013
H -1.5498 -1.4697 -4.0659
H -1.4804 -3.2394 -4.1548
C 0.6841 1.6005 4.2545
C 1.6003 3.6760 2.2483
H 0.5745 0.7397 4.9243
H -0.3157 2.0435 4.1118
H 1.3290 2.3497 4.7436
H 1.4285 4.2057 1.3141
H 2.4827 4.1092 2.7401
H 0.7612 3.8453 2.9199
H -0.1735 -1.4421 2.6319
H 2.6809 2.5152 -0.9227
C 4.0409 0.1044 -1.9644
H 3.2789 -0.6053 -2.3151
H 3.9454 0.2919 -0.8831
H 5.0311 -0.3569 -2.1451
O 2.7031 -1.9564 0.8296
H 2.5000 -1.6261 1.7330
H 2.0490 -2.6822 0.7376
Cl -5.8443 -0.6683 -0.6788
C -4.5926 0.3425 -0.0883
C -4.8998 1.6091 0.4275
C -3.8384 2.3970 0.8750
C -2.5314 1.9036 0.7810
N -2.2381 0.7185 0.2274
C -3.2528 -0.0902 -0.1482
H -5.9297 1.9398 0.4571
H -4.0081 3.3846 1.2889
H -1.6898 2.4933 1.1710
H -3.0186 -1.0964 -0.5059
```

LUMO level (alpha / beta): -1.692 / -1.691 eV
total charge: 0
E_tot: -1758.49999 Eh

***

# 2
The following is a DFT calculation (ωB97M-V with the def2-TZVPD basis set) of 5 unconnected molecules or ions with the total composition C14H24Cl4O9 in a non-equilibrium geometry.

```
51
Properties=species:S:1:pos:R:3
C -6.5606 -3.1266 -2.4593
C -6.8170 -3.5019 -3.9774
O -5.8543 -4.5098 -4.3045
C -4.6148 -4.1913 -4.7064
O -4.2288 -3.0608 -5.0601
O -3.9066 -5.2366 -4.4593
C -2.5662 -5.1569 -4.8327
H -7.2031 -2.3124 -2.1241
H -5.5046 -2.8645 -2.3942
H -6.7117 -3.9440 -1.7543
H -6.6970 -2.6915 -4.6963
H -7.8095 -3.9249 -4.1327
H -2.1018 -4.3896 -4.2133
H -2.4457 -5.0611 -5.9118
H -2.0687 -6.0947 -4.5856
O -2.1292 4.1553 3.8407
C -1.1153 3.4797 3.8775
O -1.1446 2.1404 3.6814
C 0.1895 1.6331 3.7532
C 0.9186 2.8449 4.3142
O 0.0544 3.9346 4.2364
H 0.0966 0.8586 4.5147
H 0.5735 1.3612 2.7700
H 1.9315 3.0310 3.9573
H 0.9924 2.6079 5.3756
O 6.7464 1.7900 3.2694
C 7.0296 2.4033 4.2493
O 6.8886 3.6881 4.4604
C 7.2203 4.0532 5.7744
C 7.2034 2.7453 6.5623
O 7.2769 1.8215 5.4906
H 8.2090 4.4970 5.8910
H 6.5237 4.7035 6.3034
H 6.3564 2.6712 7.2443
H 8.1247 2.5014 7.0914
Cl 0.4186 -3.1651 0.5818
C 1.2630 -2.3163 -0.6935
C 2.7625 -2.1173 -0.3244
Cl 3.6188 -3.6940 -0.3574
H 0.7204 -1.3826 -0.8418
H 1.1362 -2.9720 -1.5549
H 3.0130 -1.5930 0.5978
H 3.2792 -1.5753 -1.1165
Cl -2.1027 4.8839 -4.1990
C -1.1532 3.3287 -4.1314
C -1.9802 2.0676 -4.3331
Cl -3.2115 1.8274 -3.0065
H -0.5483 3.2397 -3.2291
H -0.3928 3.3432 -4.9122
H -1.2159 1.2988 -4.2197
H -2.4633 1.9720 -5.3055
```

SMILES: CCOC(=O)OC.O=C1OCCO1.O=C1OCCO1.ClCCCl.ClCCCl
LUMO level: 0.056 eV
total charge: 0
ΔE to the lowest compared entry with this formula, charge and spin: 8.2 kcal/mol
E_tot: -3065.74233 Eh

***

# 3
The following is a DFT calculation (ωB97M-V with the def2-TZVPD basis set) of 2 unconnected molecules or ions with the total composition C14H24ClO6P in a non-equilibrium geometry.

```
46
Properties=species:S:1:pos:R:3
C 0.0644 2.4878 2.0756
C 0.8019 3.1513 1.1020
C 0.3898 3.2548 -0.3537
P 0.8367 1.6532 -1.2599
C 2.4840 1.8168 -2.1311
C 1.0574 0.2241 -0.0899
O 1.2844 4.2244 -1.0174
C 0.6110 4.5451 -2.1820
O 1.0580 4.6616 -3.2274
O -0.7457 4.7006 -1.9311
C -0.9302 3.9883 -0.6917
C -2.3056 3.3603 -0.3736
C -2.6517 2.0032 -1.0594
C -2.3042 1.9058 -2.5647
Cl -2.0306 0.1305 -2.9334
H -0.8280 2.9395 2.5407
H 0.3611 1.4978 2.4625
H 1.7462 3.6237 1.4270
H 3.0143 0.8563 -2.0500
H 3.1299 2.5919 -1.6823
H 2.2542 2.0972 -3.1685
H 0.0971 -0.1597 0.2783
H 1.5666 -0.5730 -0.6622
H 1.7507 0.4756 0.7342
H -0.9015 4.8296 0.0401
H -3.0916 4.1236 -0.5141
H -2.2862 3.1675 0.7155
H -2.2269 1.1483 -0.5082
H -3.7511 1.8799 -0.9930
H -3.1071 2.2329 -3.2379
H -1.3711 2.4004 -2.8536
C -0.4819 -6.5744 0.0767
C 0.5816 -5.5179 -0.1436
O 0.3671 -4.3808 0.7039
C 0.7616 -4.5253 1.9717
O 1.2804 -5.5018 2.4491
O 0.4603 -3.3987 2.6278
C 0.7526 -3.4431 4.0250
H -1.4780 -6.1421 -0.0334
H -0.3668 -7.3896 -0.6382
H -0.4202 -6.9882 1.0836
H 0.5264 -5.1506 -1.1680
H 1.5845 -5.9213 0.0023
H 1.7839 -3.7436 4.2035
H 0.0645 -4.1219 4.5290
H 0.6078 -2.4399 4.4197
```

SMILES: C=C[C@]1(P(C)C)OC(=O)O[C@H]1CCCCl.CCOC(=O)OC
LUMO level: -0.691 eV
total charge: 0
ΔE to the lowest compared entry with this formula, charge and spin: 45.7 kcal/mol
E_tot: -1800.68565 Eh

***

# 4
The following is a DFT calculation (ωB97M-V with the def2-TZVPD basis set) of a molecular structure, C14H24F18O22S10Zn3 in a non-equilibrium geometry.

```
91
Properties=species:S:1:pos:R:3
Zn 5.4284 -2.6555 -0.7040
Zn 7.3902 1.8697 -1.8267
Zn 4.8412 1.2869 2.3097
C 6.8844 5.2593 1.0952
F 6.5500 6.3431 0.4028
F 8.1818 4.9877 0.8510
F 6.7137 5.4847 2.3885
S 5.8316 3.8385 0.5412
O 5.5823 3.1242 1.7887
O 4.7109 4.4199 -0.1033
O 6.6930 3.0223 -0.3133
C 8.9245 -0.8104 1.7502
F 8.5571 -1.3499 2.9111
F 9.6891 0.2592 1.9708
F 9.6111 -1.7155 1.0371
S 7.4302 -0.3315 0.8205
O 6.9455 -1.5815 0.3019
O 6.5422 0.2662 1.7759
O 7.8487 0.5947 -0.1845
C 9.0118 -2.1242 -3.1239
F 9.4331 -2.0441 -1.8620
F 9.8624 -1.4242 -3.9024
F 9.0342 -3.3972 -3.5166
S 7.3381 -1.4186 -3.3079
O 7.5158 -0.0243 -2.9153
O 6.9794 -1.6506 -4.6650
O 6.5742 -2.1736 -2.3176
C 2.8224 0.9867 -1.8895
F 1.8363 0.6313 -1.0991
F 2.7864 0.2678 -3.0130
F 2.7355 2.2721 -2.1928
S 4.4230 0.6695 -1.0832
O 4.5817 -0.7612 -1.1052
O 5.3906 1.3673 -1.8907
O 4.2853 1.2516 0.2346
C 6.6126 0.3334 6.1819
F 7.4378 0.6118 7.2015
F 7.3063 -0.3638 5.2609
F 5.6169 -0.4360 6.6358
S 5.9477 1.8793 5.4482
O 4.8778 2.2534 6.3064
O 7.0895 2.7336 5.3352
O 5.5184 1.3935 4.1269
C 2.8289 -2.7040 3.1607
F 3.8998 -3.0955 3.8454
F 2.2203 -3.7844 2.6483
F 1.9828 -2.0734 3.9409
S 3.3210 -1.6421 1.7674
O 2.1204 -1.3108 1.0899
O 4.0181 -0.5384 2.4193
O 4.2882 -2.4515 1.0322
C 11.7226 2.1658 -0.8179
S 10.5473 1.3275 -1.8419
O 9.2973 2.1702 -1.8471
C 11.3295 1.5030 -3.4277
H 12.0283 3.1347 -1.2214
H 12.6134 1.5347 -0.8493
H 11.3231 2.2831 0.1842
H 12.3315 1.0800 -3.3006
H 11.4389 2.5548 -3.6823
H 10.8046 0.8797 -4.1429
C 10.6351 3.3265 5.8523
S 11.4348 3.3359 4.2484
O 12.0508 2.0029 4.0113
C 9.9453 3.3319 3.3058
H 10.4291 4.3509 6.1578
H 11.3457 2.8628 6.5346
H 9.7054 2.7568 5.8344
H 9.3153 4.2075 3.4749
H 9.3409 2.4330 3.4404
H 10.1803 3.3299 2.2357
C 6.4640 -6.7586 0.4109
S 7.2777 -5.1847 0.5816
O 6.1828 -4.2000 0.2571
C 7.3718 -5.1175 2.3549
H 6.0584 -6.7510 -0.6004
H 5.6819 -6.8689 1.1552
H 7.1894 -7.5715 0.4519
H 7.8557 -4.1734 2.5998
H 8.0547 -5.9149 2.6599
H 6.3901 -5.2227 2.8044
C 12.9476 -1.3608 2.5460
S 13.9343 -2.4672 1.5385
O 13.4149 -3.8310 1.8140
C 13.2233 -1.9837 -0.0515
H 13.3525 -0.3493 2.5731
H 13.0080 -1.8131 3.5359
H 11.8969 -1.3411 2.2543
H 13.4311 -2.6962 -0.8432
H 13.4493 -0.9400 -0.2581
H 12.1429 -2.0828 0.1209
```

LUMO level: -0.688 eV
total charge: 0
ΔE to the lowest compared entry with this formula, charge and spin: 0.0 kcal/mol
E_tot: -13320.76608 Eh

***

# 5
The following is a DFT calculation (ωB97M-V with the def2-TZVPD basis set) of 3 unconnected molecules or ions with the total composition C14H24F6N2O6P.

```
53
Properties=species:S:1:pos:R:3
C 3.4895 -4.7393 -1.0943
C 4.6480 -3.8945 -1.6154
N 4.2910 -2.4854 -1.8214
C 3.1596 -2.2297 -2.7482
C 1.9083 -1.6354 -2.0792
N 0.9950 -2.5890 -1.4982
P 0.1474 -3.5425 -2.4377
O -0.0815 -4.9570 -2.0079
C 5.2923 -1.5479 -1.9140
C 6.7510 -1.9522 -1.7466
O 5.0491 -0.3734 -2.1366
H 2.5145 -4.3869 -1.4274
H 3.4614 -4.7250 -0.0054
H 3.6030 -5.7737 -1.4194
H 5.0681 -4.3308 -2.5324
H 5.4359 -3.9208 -0.8660
H 2.9179 -3.1752 -3.2372
H 3.5197 -1.5397 -3.5123
H 2.3039 -0.9929 -1.2836
H 1.4411 -0.9416 -2.8027
H -1.1330 -2.9729 -2.7301
H 0.7081 -3.5186 -3.7606
H 7.1152 -1.5834 -0.7873
H 7.2977 -1.4262 -2.5254
H 6.9571 -3.0146 -1.8160
C 0.0070 0.9511 0.4435
C -0.8378 -0.0017 -0.3675
O -2.2206 0.4637 -0.4392
C -2.4897 1.3924 -1.3251
O -1.7529 1.9431 -2.0907
C -4.0070 1.7081 -1.2905
F -4.4610 1.8257 -0.0307
F -4.7021 0.7281 -1.8827
F -4.2711 2.8476 -1.9264
H -0.4140 1.0892 1.4410
H 1.0083 0.5318 0.5384
H 0.0822 1.9251 -0.0400
H -0.8921 -0.9831 0.0930
H -0.4450 -0.1373 -1.3723
C -5.6285 3.0910 2.8242
C -4.9305 2.8221 4.1361
O -3.8244 3.7395 4.3369
C -4.1365 4.9293 4.8126
O -5.2196 5.3420 5.1099
C -2.8503 5.7713 5.0002
F -2.0410 5.6846 3.9434
F -2.1805 5.3334 6.0779
F -3.1566 7.0510 5.1929
H -4.9216 3.0391 1.9988
H -6.4030 2.3412 2.6628
H -6.0955 4.0754 2.8248
H -4.4684 1.8382 4.1493
H -5.6083 2.9068 4.9846
```

LUMO level: 2.174 eV
total charge: -1
ΔE to the lowest compared entry with this formula, charge and spin: 0.0 kcal/mol
E_tot: -2049.46587 Eh